[1]
Below is a structure of composition C34H52CdN2OP, with properties calculated with ωB97M-V/def2-TZVPD.

```
91
Properties=species:S:1:pos:R:3:mulliken_charge:R:1
C 3.144 -0.266 -0.086 0.024
C 3.132 -1.187 -1.170 -1.713
C 2.553 -0.536 -2.293 0.218
H 3.518 -2.205 -1.155 0.312
C 2.171 0.774 -1.888 0.227
C 2.557 0.951 -0.536 -1.685
H 1.723 1.538 -2.517 0.438
C -1.668 -2.804 0.175 -0.362
C -0.421 -3.346 -0.211 -1.123
C -0.161 -2.963 -1.551 -0.429
H 0.191 -4.025 0.379 0.375
C -1.251 -2.209 -2.028 0.904
C -2.172 -2.037 -0.932 -1.931
H 2.473 -0.942 -3.300 0.608
H 2.443 1.868 0.035 0.339
H 3.575 -0.452 0.894 0.550
H -3.196 -1.671 -1.039 0.488
H 0.695 -3.264 -2.154 0.290
H -2.208 -2.992 1.104 0.563
Cd -0.976 -0.116 -0.066 1.558
C -1.514 -1.836 -3.471 2.739
C -2.999 -1.547 -3.747 -2.279
C -1.075 -3.000 -4.366 -2.041
H -3.587 -2.462 -3.604 0.491
H -3.117 -1.222 -4.790 0.405
H -3.409 -0.762 -3.097 0.368
H -1.669 -3.888 -4.115 0.447
H -0.015 -3.250 -4.238 0.300
H -1.244 -2.762 -5.424 0.473
C -0.702 -0.573 -3.848 0.252
C -1.073 0.684 -3.126 -0.152
H -0.838 -0.390 -4.915 0.351
H 0.380 -0.748 -3.694 -0.716
O -1.373 0.689 -1.883 -1.041
N -1.137 1.883 -3.718 0.089
C -0.708 2.318 -5.066 -1.457
H -1.600 2.582 -3.134 0.350
C 0.615 1.741 -5.491 0.812
C 1.798 2.271 -4.974 -0.506
H 1.764 3.196 -4.388 0.218
C 3.004 1.604 -5.194 -0.151
H 3.922 1.992 -4.746 0.281
C 3.036 0.441 -5.969 -0.528
H 3.974 -0.103 -6.109 0.358
C 1.863 -0.017 -6.579 -0.503
H 1.870 -0.915 -7.197 0.401
C 0.670 0.684 -6.405 -0.098
H -0.244 0.402 -6.940 0.370
H -0.613 3.403 -4.992 0.584
H -1.492 2.079 -5.808 0.238
C -0.256 -2.340 3.593 -2.096
C 0.542 -1.093 4.031 2.013
C 0.623 -1.038 5.560 -1.813
C 1.954 -1.258 3.437 -1.689
P -0.271 0.474 3.364 0.480
N -0.218 0.235 1.796 0.017
C -2.076 0.728 3.886 2.045
C -2.163 1.443 5.243 -2.013
C -2.802 1.558 2.811 -1.416
C -2.822 -0.610 3.998 -1.789
C 0.761 2.051 3.598 2.028
C 0.955 2.429 5.071 -1.759
C 2.136 1.859 2.941 -1.782
C 0.047 3.184 2.839 -1.841
H 0.382 -3.227 3.722 0.665
H -0.530 -2.273 2.531 0.118
H -1.156 -2.502 4.194 0.257
H 0.977 -2.022 5.907 0.507
H 1.345 -0.289 5.908 0.291
H -0.349 -0.844 6.034 0.221
H 1.934 -1.117 2.349 0.151
H 2.680 -0.573 3.889 0.249
H 2.302 -2.283 3.638 0.605
H -1.910 2.508 5.175 0.242
H -3.207 1.384 5.588 0.517
H -1.542 0.965 6.012 0.350
H -2.686 1.099 1.820 -0.077
H -3.874 1.592 3.048 0.493
H -2.439 2.586 2.749 0.308
H -2.748 -1.202 3.076 0.124
H -2.484 -1.205 4.855 0.255
H -3.888 -0.392 4.163 0.642
H 1.498 1.660 5.634 0.277
H 1.559 3.349 5.101 0.488
H 0.016 2.641 5.592 0.258
H 2.025 1.312 2.000 0.075
H 2.571 2.841 2.702 0.622
H 2.845 1.331 3.588 0.215
H -0.198 2.850 1.822 0.205
H -0.861 3.529 3.347 0.280
H 0.722 4.049 2.755 0.570
```

Frontier orbital gap: 0.1874 hartree
Energy: -54981.076 eV
HOMO energy: -2.77 eV
Total charge: -1



[2]
Below is a structure of composition C34H52IN6O2Si2Sn, with properties calculated with ωB97M-V/def2-TZVPD.

```
98
Properties=species:S:1:pos:R:3:mulliken_charge:R:1
Sn 0.003 0.185 0.134 -0.077
C -1.458 1.469 3.712 1.135
C -2.762 1.684 2.913 -1.442
N -2.522 2.132 1.544 0.471
C -2.388 3.568 1.329 -0.179
C -1.236 4.224 2.082 -1.136
N 0.045 3.568 1.896 0.458
C 1.078 4.196 2.700 -0.888
C 2.519 3.654 2.535 -0.831
C 2.805 2.428 1.661 -1.084
N 2.057 1.215 1.972 1.061
C 1.975 0.787 3.353 -1.040
C 1.275 -0.573 3.436 -0.919
N -0.116 -0.568 2.953 0.127
C -1.046 0.008 3.951 -1.593
H -1.547 1.965 4.684 0.545
H -0.653 1.943 3.150 -0.783
H -3.411 2.393 3.456 0.341
H -3.301 0.736 2.849 0.439
H -3.258 1.788 0.942 0.203
H -3.307 4.111 1.612 0.488
H -2.233 3.717 0.258 -0.405
H -1.454 4.211 3.157 0.471
H -1.208 5.284 1.781 0.466
H 0.300 3.508 0.915 -0.262
H 0.777 4.061 3.746 0.415
H 1.099 5.287 2.538 0.471
H 2.913 3.449 3.533 0.272
H 3.138 4.450 2.116 0.443
H 3.890 2.261 1.751 0.515
H 2.605 2.647 0.606 0.296
H 2.472 0.469 1.420 -0.365
H 1.402 1.524 3.926 0.382
H 2.962 0.686 3.837 0.533
H 1.317 -0.910 4.481 0.477
H 1.832 -1.286 2.827 -0.179
H -0.389 -1.526 2.754 -0.030
H -0.570 -0.054 4.940 0.247
H -1.941 -0.617 3.997 0.735
C 4.730 0.821 -2.160 -1.097
C 3.681 0.279 -3.094 0.461
N 4.083 -0.252 -4.220 -0.662
C 3.169 -0.782 -5.068 -1.154
C 1.820 -0.714 -4.853 0.928
C 0.894 -1.360 -5.855 -1.154
O -0.204 -2.064 -5.280 -0.524
C 1.339 -0.080 -3.679 0.800
C -0.054 0.282 -3.588 -0.835
N -0.635 0.765 -2.545 0.327
C -1.933 1.265 -2.686 -0.677
C -3.016 0.449 -3.033 -0.017
C -4.294 0.974 -3.156 -0.919
C -4.525 2.325 -2.940 -0.526
C -3.465 3.156 -2.599 -0.308
C -2.191 2.626 -2.469 -0.260
I -0.591 3.892 -1.987 0.109
C 2.283 0.347 -2.685 0.312
O 1.980 0.821 -1.553 -0.509
H 5.360 0.007 -1.792 0.239
H 4.255 1.314 -1.313 0.041
H 5.371 1.529 -2.687 0.379
H 3.571 -1.274 -5.949 0.314
H 1.486 -2.042 -6.472 0.383
H 0.457 -0.614 -6.525 0.340
H 0.114 -2.511 -4.487 0.368
H -0.638 0.197 -4.510 0.441
H -2.828 -0.604 -3.202 0.769
H -5.117 0.321 -3.423 0.408
H -5.523 2.734 -3.041 0.380
H -3.627 4.212 -2.432 0.459
C -3.135 -1.916 1.414 -1.273
Si -1.823 -1.943 0.000 1.411
C -2.951 -2.467 -1.459 -1.355
C -0.911 -3.561 0.545 0.340
C -1.619 -4.743 0.786 -0.661
C -1.002 -5.874 1.303 -0.805
C 0.354 -5.835 1.613 -0.642
C 1.080 -4.682 1.352 -0.818
C 0.476 -3.548 0.797 0.747
Si 1.490 -2.100 0.063 0.988
C 1.782 -2.918 -1.641 -1.133
C 3.267 -2.195 0.781 -1.680
H -3.680 -2.865 1.468 0.473
H -3.869 -1.113 1.275 0.252
H -2.661 -1.763 2.388 0.159
H -3.370 -3.467 -1.300 0.474
H -2.417 -2.476 -2.416 0.173
H -3.789 -1.767 -1.552 0.293
H -2.683 -4.789 0.562 0.215
H -1.574 -6.780 1.471 0.355
H 0.842 -6.709 2.031 0.387
H 2.145 -4.671 1.573 0.287
H 2.189 -3.925 -1.496 0.579
H 2.474 -2.358 -2.276 0.431
H 0.830 -3.017 -2.175 0.002
H 3.760 -3.131 0.499 0.487
H 3.319 -2.108 1.871 0.467
H 3.861 -1.374 0.358 0.255
```

Frontier orbital gap: 0.2171 hartree
Energy: -78826.430 eV
HOMO energy: -3.66 eV
Total charge: -1



[3]
Below is a cluster of 9 separate species, C34H52O26 in total, with properties calculated with ωB97M-V/def2-TZVPD.

```
112
Properties=species:S:1:pos:R:3:mulliken_charge:R:1
O -0.477 1.323 -1.592 -0.987
C -0.472 -0.065 -1.288 -0.319
C -1.864 -0.758 -0.896 -0.563
O -2.839 -1.033 -1.849 -0.934
H 0.238 -0.297 -0.494 0.164
H -0.042 -0.623 -2.120 0.217
H -2.381 -0.375 -0.016 0.330
H -1.575 -1.700 -0.430 0.192
C -0.601 1.290 6.211 -1.495
C 0.895 1.262 5.736 0.440
C 1.347 2.592 5.262 -0.473
O 2.463 2.777 6.138 -0.316
C 2.671 1.697 6.910 0.678
O 3.508 1.624 7.798 -0.591
O 1.657 0.833 6.797 -0.325
H -0.927 0.494 6.881 0.328
H -1.329 1.385 5.405 0.433
H -0.813 2.201 6.771 0.375
H 1.054 0.611 4.876 0.320
H 0.608 3.369 5.458 0.253
H 1.617 2.587 4.206 0.335
C -7.912 -3.428 3.969 -1.342
C -7.724 -4.527 2.936 0.340
C -6.461 -5.434 3.190 -0.443
O -7.040 -6.713 3.028 -0.316
C -8.374 -6.662 3.113 0.645
O -9.071 -7.613 3.226 -0.545
O -8.779 -5.381 3.297 -0.327
H -8.931 -3.044 3.929 0.333
H -7.252 -2.596 3.724 0.397
H -7.721 -3.792 4.979 0.333
H -7.938 -4.314 1.888 0.335
H -6.100 -5.381 4.217 0.268
H -5.682 -5.262 2.447 0.320
C 0.601 -6.757 6.032 -1.510
C 0.758 -8.247 6.043 0.534
C 0.832 -8.754 7.518 -0.453
O -0.096 -9.780 7.564 -0.332
C -0.882 -9.823 6.467 0.654
O -1.805 -10.552 6.213 -0.519
O -0.476 -8.799 5.609 -0.343
H 1.451 -6.239 6.475 0.386
H -0.272 -6.437 6.602 0.366
H 0.505 -6.333 5.033 0.365
H 1.541 -8.582 5.363 0.271
H 0.727 -7.966 8.265 0.292
H 1.825 -9.151 7.726 0.286
C 2.586 1.446 -9.171 -1.405
C 3.621 1.604 -8.023 0.419
C 4.314 0.304 -7.491 -0.313
O 5.617 0.670 -7.370 -0.306
C 5.763 1.958 -7.819 0.651
O 6.858 2.542 -7.763 -0.605
O 4.652 2.471 -8.272 -0.317
H 1.742 0.829 -8.861 0.357
H 3.101 0.928 -9.980 0.354
H 2.147 2.347 -9.599 0.341
H 3.081 2.090 -7.210 0.245
H 4.198 -0.487 -8.231 0.290
H 4.044 0.084 -6.457 0.283
C 8.241 1.743 0.687 -1.397
C 6.993 0.964 0.913 0.543
C 6.766 -0.178 -0.041 -0.506
O 6.363 -1.222 0.751 -0.298
C 6.712 -1.015 2.011 0.624
O 6.556 -1.731 2.979 -0.547
O 7.116 0.292 2.119 -0.368
H 9.077 1.082 0.460 0.341
H 8.492 2.402 1.518 0.327
H 8.077 2.276 -0.250 0.396
H 6.110 1.594 0.804 0.273
H 7.636 -0.397 -0.661 0.260
H 5.960 0.076 -0.729 0.343
C 4.301 7.710 -2.692 -1.453
C 3.078 8.552 -2.394 0.464
C 2.564 8.274 -0.961 -0.504
O 2.436 9.536 -0.443 -0.291
C 3.115 10.413 -1.188 0.649
O 3.329 11.570 -0.747 -0.621
O 3.544 9.903 -2.309 -0.309
H 4.642 7.718 -3.727 0.339
H 4.029 6.668 -2.522 0.434
H 5.130 7.851 -1.998 0.349
H 2.252 8.392 -3.087 0.289
H 3.143 7.473 -0.502 0.303
H 1.590 7.805 -1.097 0.342
C -2.712 -4.369 -9.145 -1.452
C -1.637 -4.589 -8.077 0.523
C -1.932 -5.677 -7.056 -0.441
O -0.880 -6.581 -7.225 -0.312
C 0.085 -6.046 -7.980 0.662
O 1.204 -6.521 -8.182 -0.588
O -0.366 -4.947 -8.612 -0.363
H -2.354 -3.846 -10.032 0.346
H -3.549 -3.810 -8.728 0.392
H -3.210 -5.260 -9.526 0.355
H -1.532 -3.662 -7.513 0.262
H -2.901 -6.142 -7.237 0.284
H -1.936 -5.230 -6.062 0.320
C -6.690 5.979 3.234 -1.394
C -5.486 6.524 2.524 0.484
C -5.033 5.849 1.256 -0.502
O -5.265 6.827 0.262 -0.301
C -5.847 7.920 0.768 0.659
O -6.226 8.905 0.145 -0.573
O -5.987 7.781 2.139 -0.357
H -7.515 5.872 2.529 0.336
H -7.047 6.618 4.042 0.336
H -6.366 5.078 3.755 0.400
H -4.642 6.623 3.206 0.292
H -5.632 4.980 0.981 0.257
H -3.981 5.563 1.275 0.341
```

Frontier orbital gap: 0.0609 hartree
Energy: -89330.305 eV
HOMO energy: 1.26 eV
Total charge: -2



[4]
Below is a cluster of 7 separate species, C34H53FN2O23S2 in total, with properties calculated with ωB97M-V/def2-TZVPD.

```
115
Properties=species:S:1:pos:R:3:mulliken_charge:R:1
C 5.796 -1.786 0.253 -0.931
C 6.745 -0.989 1.316 0.016
O 6.638 0.456 1.115 -0.407
C 5.459 0.944 1.803 -0.501
C 5.265 2.540 1.679 -0.607
C 4.022 3.021 2.619 -0.466
C 2.908 3.701 1.666 -0.550
C 1.458 3.824 2.351 -0.691
C 0.329 2.914 1.691 0.808
C 0.023 2.863 0.150 0.382
S 0.928 3.916 -1.060 1.261
O 0.031 4.003 -2.285 -0.589
O 1.036 5.307 -0.505 -0.537
F 2.373 3.267 -1.594 -0.261
C -1.078 1.904 -0.431 -0.705
C -1.927 0.987 0.515 -0.084
N -2.954 0.035 0.036 -0.453
C -2.332 -1.116 -0.078 0.371
S -1.342 -2.454 -0.206 -0.165
C -1.634 1.071 2.041 0.490
C -0.533 2.015 2.603 -0.045
C -0.568 1.810 4.176 0.058
O -0.071 2.490 5.097 -0.527
N -1.398 0.606 4.486 -0.164
C -2.264 0.338 3.320 -0.080
O -3.342 -0.292 3.240 -0.488
H 5.044 -2.423 0.844 0.229
H 6.484 -2.420 -0.412 0.289
H 5.221 -0.996 -0.339 0.316
H 6.374 -1.232 2.384 0.076
H 7.840 -1.312 1.163 0.337
H 4.546 0.415 1.325 0.219
H 5.472 0.653 2.913 0.287
H 5.067 2.744 0.563 0.187
H 6.240 3.098 1.924 0.408
H 3.546 2.037 2.996 0.312
H 4.386 3.698 3.460 0.265
H 2.786 2.972 0.775 0.234
H 3.233 4.746 1.339 0.214
H 1.057 4.900 2.407 0.338
H 1.573 3.450 3.441 0.369
H -1.300 1.846 -1.560 0.474
H -0.874 -0.213 4.838 0.308
C -8.292 -4.671 -1.437 -0.332
O -7.445 -4.391 -0.323 -0.317
C -7.186 -3.084 -0.144 0.797
O -7.601 -2.179 -0.827 -0.550
O -6.386 -2.962 0.928 -0.328
C -6.025 -1.616 1.240 -0.514
H -8.433 -5.751 -1.487 0.228
H -9.269 -4.201 -1.306 0.309
H -7.826 -4.340 -2.368 0.011
H -6.915 -1.027 1.475 0.320
H -5.471 -1.163 0.415 0.233
H -5.380 -1.635 2.119 0.182
C 4.107 5.389 7.926 -0.605
O 5.290 6.175 7.790 -0.319
C 5.898 6.053 6.599 0.836
O 5.530 5.359 5.683 -0.554
O 6.987 6.839 6.606 -0.319
C 7.738 6.809 5.393 -0.608
H 3.702 5.566 8.923 0.216
H 3.357 5.689 7.190 0.283
H 4.338 4.326 7.831 0.278
H 7.133 7.166 4.556 0.282
H 8.113 5.803 5.197 0.285
H 8.590 7.479 5.512 0.212
C -5.666 -7.375 -7.594 -0.735
O -5.345 -6.022 -7.271 -0.174
C -5.934 -5.570 -6.154 0.638
O -6.677 -6.201 -5.444 -0.562
O -5.556 -4.288 -5.957 -0.205
C -6.124 -3.696 -4.789 -0.883
H -5.136 -7.632 -8.513 0.236
H -5.333 -8.049 -6.803 0.313
H -6.738 -7.485 -7.771 0.301
H -5.807 -4.233 -3.892 0.335
H -7.214 -3.672 -4.860 0.297
H -5.760 -2.670 -4.723 0.346
C 5.116 -7.193 2.222 -0.608
O 5.951 -6.897 3.340 -0.323
C 6.192 -5.588 3.517 0.807
O 5.771 -4.690 2.828 -0.535
O 6.984 -5.451 4.593 -0.317
C 7.324 -4.101 4.902 -0.599
H 4.991 -8.276 2.178 0.219
H 4.132 -6.736 2.344 0.281
H 5.585 -6.861 1.293 0.288
H 6.427 -3.520 5.130 0.286
H 7.880 -3.646 4.079 0.269
H 7.963 -4.111 5.785 0.225
C -5.720 6.167 1.452 -0.607
O -5.223 6.313 0.123 -0.340
C -4.185 5.511 -0.168 0.729
O -3.671 4.715 0.582 -0.501
O -3.818 5.749 -1.438 -0.331
C -2.717 4.959 -1.884 -0.377
H -6.553 6.860 1.574 0.211
H -6.089 5.152 1.616 0.286
H -4.949 6.421 2.182 0.284
H -2.967 3.895 -1.851 0.219
H -1.828 5.165 -1.286 0.165
H -2.506 5.231 -2.918 0.273
C -3.415 -4.151 -7.503 -0.488
O -2.173 -3.617 -7.971 -0.333
C -2.303 -2.595 -8.832 0.715
O -3.343 -2.120 -9.219 -0.543
O -1.070 -2.192 -9.189 -0.328
C -1.055 -1.102 -10.109 -0.621
H -3.190 -4.967 -6.818 0.268
H -3.979 -3.393 -6.964 0.300
H -3.998 -4.549 -8.333 0.303
H -1.529 -0.221 -9.670 0.289
H -1.547 -1.380 -11.043 0.286
H -0.014 -0.863 -10.325 0.217
```

Frontier orbital gap: 0.2835 hartree
Energy: -110568.990 eV
HOMO energy: -9.70 eV



Summary of strongest force on any atom in hartree/bohr
0.109 0.010 0.118 0.135
(order as listed above)